# ClHNO

A cluster of 2 separate species, ClHNO in total in a non-equilibrium geometry (ωB97M-V with the def2-TZVPD basis set, OMol25).

Values from the calculation:
E_HOMO (alpha / beta) = -2.653 / -3.030 eV
2S+1 = 1
orbital gap (alpha / beta) = 6.960 / 7.378 eV
total charge = -1

Positions of all 4 atoms, in Å:
N -0.685 -0.221 0.906
O 1.410 0.053 -0.204
Cl -1.755 0.818 0.126
H 1.030 -0.651 -0.828

# ClHNO2P

A cluster of 2 separate species, ClHNO2P in total in a non-equilibrium geometry (ωB97M-V with the def2-TZVPD basis set, OMol25).

Values from the calculation:
SMILES = O=NP=O.Cl
E_HOMO (alpha / beta) = -9.609 / -9.720 eV
2S+1 = 1
orbital gap (alpha / beta) = 7.633 / 7.851 eV
total charge = 0

Positions of all 6 atoms, in Å:
N 0.878 2.043 0.020
O 0.607 3.101 -0.432
O 1.353 -0.472 0.347
P 0.310 0.563 0.407
Cl -2.011 -2.139 0.023
H -1.136 -3.096 -0.365

# ClHNO2S

The ion ClHNO2S with charge -1 in a non-equilibrium geometry (ωB97M-V with the def2-TZVPD basis set, OMol25).

Values from the calculation:
SMILES = N=[S@](=O)([O-])Cl
E_HOMO (alpha / beta) = -5.306 / -5.308 eV
2S+1 = 1
orbital gap (alpha / beta) = 8.431 / 8.434 eV
total charge = -1

Positions of all 6 atoms, in Å:
N -1.201 -0.136 0.400
O 1.161 1.824 0.238
O -0.053 0.112 -1.818
S 0.061 0.233 -0.386
Cl 1.487 -1.595 0.232
H -1.455 -0.437 1.334

# ClHNP

The molecule ClHNP in a non-equilibrium geometry (ωB97M-V with the def2-TZVPD basis set, OMol25).

Values from the calculation:
SMILES = [H]/N=P/Cl
E_HOMO = -10.230 eV
2S+1 = 1
orbital gap = 9.278 eV
total charge = 0

Positions of all 4 atoms, in Å:
N -0.705 -0.404 0.084
P 0.364 0.893 0.015
Cl 1.984 -0.324 0.016
H -1.643 -0.165 -0.115

# ClHNP

A structure of composition ClHNP in a non-equilibrium geometry (ωB97M-V with the def2-TZVPD basis set, OMol25).

Values from the calculation:
E_HOMO (alpha / beta) = -10.126 / -8.747 eV
2S+1 = 1
orbital gap (alpha / beta) = 8.869 / 8.293 eV
total charge = 0

Positions of all 4 atoms, in Å:
N 1.055 0.536 -0.199
P -0.731 -0.923 -0.021
Cl -2.104 0.391 -0.042
H 1.780 -0.005 0.262

# ClHf

A structure of composition ClHf in a non-equilibrium geometry (ωB97M-V with the def2-TZVPD basis set, OMol25).

Values from the calculation:
E_HOMO (alpha / beta) = -36.795 / -35.443 eV
⟨S²⟩ = 0.8971
2S+1 = 2
orbital gap (alpha / beta) = 7.781 / 6.231 eV
total charge = +4

Positions of all 2 atoms, in Å:
Hf 1.321 -0.517 -0.112
Cl -1.321 0.517 0.112

# ClHg2O4

A structure of composition ClHg2O4 in a non-equilibrium geometry (ωB97M-V with the def2-TZVPD basis set, OMol25).

Values from the calculation:
E_HOMO = -25.899 eV
2S+1 = 1
orbital gap = 7.396 eV
total charge = +3

Positions of all 7 atoms, in Å:
Hg -1.206 -0.865 1.657
Hg -1.444 2.059 -0.798
Cl 0.586 -0.315 -0.178
O -0.258 0.640 -0.719
O 1.880 -0.042 -0.827
O 0.634 0.001 1.281
O -0.192 -1.478 -0.416

# ClI3MnO4

A structure of composition ClI3MnO4 in a non-equilibrium geometry (ωB97M-V with the def2-TZVPD basis set, OMol25).

Values from the calculation:
E_HOMO (alpha / beta) = -3.201 / -3.202 eV
⟨S²⟩ = 8.7650
2S+1 = 6
orbital gap (alpha / beta) = 5.155 / 5.419 eV
total charge = -2

Positions of all 9 atoms, in Å:
Mn -1.030 1.299 -2.347
I -3.750 2.984 -3.855
I -1.277 -2.582 -3.196
I 2.169 2.771 -2.879
Cl 0.736 -0.829 2.487
O 1.381 -0.318 3.584
O -0.322 -1.839 2.719
O 0.412 0.287 1.609
O 1.681 -1.772 1.878

| no. | E_tot (hartree) |
| --- | --- |
| 1 | -590.6337 |
| 2 | -1007.2798 |
| 3 | -1064.1385 |
| 4 | -856.8877 |
| 5 | -856.7652 |
| 6 | -505.3975 |
| 7 | -1066.0546 |
| 8 | -2805.0466 |